Density functional theory data (ωB97M-V with the def2-TZVPD basis set) for 27 unconnected molecules or ions with the total composition C3H59BrNO26 at a distorted geometry.

```
90
Properties=species:S:1:pos:R:3:forces:R:3
C 2.500467 -2.149286 3.345520 -0.740 -0.545 -0.020
C 1.120799 -2.836028 3.168185 0.685 1.142 -0.076
Br 0.977745 -4.358698 4.467204 -0.053 -0.132 -0.245
C -0.083602 -1.894794 3.332511 -0.899 -0.739 0.488
N -1.379999 -2.542786 3.305395 0.265 0.441 -0.832
H 2.332832 -1.206484 3.861702 0.196 0.067 -0.022
H 3.193986 -2.767523 3.909764 0.083 0.037 -0.028
H 2.909083 -1.991154 2.351892 0.164 0.249 0.077
H 1.056941 -3.255142 2.164624 -0.120 -0.625 0.257
H 0.058211 -1.282607 4.234823 0.382 0.004 0.003
H 0.004251 -1.218883 2.479599 0.199 0.037 0.005
H -1.512554 -2.929890 4.235768 -0.300 0.015 -0.045
O 1.682250 0.061809 1.518968 0.101 0.240 -0.087
H 1.514297 1.003770 1.419072 -0.003 -0.002 -0.006
H 1.433190 -0.296941 0.661601 -0.017 0.026 -0.008
O 1.959423 0.996490 -1.336826 0.157 -0.101 0.015
H 2.261610 1.636372 -1.991498 -0.141 -0.125 -0.166
H 1.889225 0.172856 -1.830917 0.019 -0.008 0.008
O -0.829606 -6.024242 1.557001 0.032 -0.444 -0.118
H -1.109648 -6.816846 2.031512 0.046 -0.012 0.028
H -0.178284 -5.620403 2.147310 -0.260 0.397 0.040
O -2.014937 -0.873813 0.990377 -0.065 -0.034 -0.484
H -2.189358 -1.593261 0.373067 -0.093 -0.119 -0.028
H -1.930549 -1.378276 1.839866 0.032 -0.164 0.684
O 3.712913 -3.461429 6.466964 -0.019 -0.012 0.083
H 4.359891 -4.141637 6.259205 0.019 0.029 -0.037
H 2.895995 -3.767763 6.043641 -0.095 0.098 -0.109
O -3.359684 -7.544366 1.741555 0.062 0.027 -0.169
H -3.085448 -6.689392 1.387525 -0.017 0.045 0.134
H -4.199152 -7.731613 1.312267 -0.026 0.001 0.055
O -1.501325 1.312162 -0.733184 -0.032 0.198 0.122
H -1.643516 0.522407 -0.167227 -0.059 -0.042 0.250
H -0.855065 1.830434 -0.235884 0.189 -0.187 -0.064
O 1.217017 2.349938 -3.863958 -0.128 0.013 0.060
H 0.558304 2.192015 -3.171187 0.039 0.012 0.038
H 1.009668 1.700683 -4.551295 0.022 0.098 -0.104
O 0.983107 2.181413 -7.054768 0.473 -0.116 0.186
H 1.942779 2.176200 -7.133884 -0.006 0.061 -0.019
H 0.733320 3.122695 -7.110483 -0.350 -0.258 -0.258
O -0.190052 -7.183399 -1.134158 -0.077 0.006 -0.019
H -1.030670 -7.436160 -1.524509 0.013 -0.019 -0.013
H -0.430636 -6.726675 -0.312988 0.105 0.062 0.151
O -1.135696 3.741396 1.168533 -0.202 0.009 -0.072
H -1.975248 3.354663 0.889023 -0.008 -0.079 0.113
H -1.367201 4.234095 1.961939 0.114 -0.013 0.043
O -0.431238 4.447423 -7.715633 0.179 0.273 0.094
H -1.294950 4.115020 -7.979602 0.011 -0.099 0.068
H -0.624880 4.956777 -6.918257 -0.206 0.035 -0.067
O -1.652039 4.164268 -1.826161 0.146 0.309 -0.235
H -1.780604 3.381245 -1.273765 0.007 -0.136 -0.324
H -1.027498 4.690696 -1.309984 -0.095 -0.082 0.218
O 1.071748 -0.604628 -5.772951 0.147 0.058 -0.041
H 1.176684 -0.014791 -6.529087 -0.222 0.099 0.043
H 0.728492 -1.423833 -6.140672 -0.025 -0.004 0.061
O 3.307097 -5.093846 1.943275 -0.064 -0.145 -0.037
H 2.554403 -5.093866 2.552779 0.123 0.081 0.084
H 3.078291 -5.752107 1.279614 -0.001 0.024 -0.023
O 0.581938 5.255224 -3.758341 -0.185 -0.140 0.040
H 1.120462 4.549797 -4.148448 -0.185 -0.085 -0.034
H -0.025961 4.770420 -3.176554 0.008 -0.161 0.069
O -3.218362 -3.675981 0.189506 -0.054 -0.038 -0.206
H -3.396569 -4.403776 -0.412580 0.075 -0.004 -0.007
H -3.075321 -4.081938 1.056508 0.256 0.315 0.144
O -4.201283 2.056267 -1.814088 -0.032 0.010 0.011
H -3.755220 2.454064 -2.567579 0.009 0.014 0.011
H -3.481481 1.643663 -1.316383 0.081 -0.014 -0.011
O -1.561910 7.410400 -3.448208 -0.014 -0.064 0.078
H -0.879052 6.748345 -3.611694 0.167 0.197 -0.030
H -2.375531 6.988797 -3.745017 -0.035 0.132 -0.107
O -4.059923 7.831684 -5.321503 -0.090 0.020 0.062
H -4.100155 8.555068 -4.687389 0.010 -0.009 0.011
H -3.438136 8.135820 -5.990100 0.087 -0.097 0.035
O -5.773979 -3.309079 1.379961 -0.383 0.059 -0.020
H -5.820299 -2.619841 2.048919 0.096 -0.016 0.017
H -5.185358 -2.954532 0.702569 0.260 -0.116 0.137
O 1.190044 3.748576 -1.137644 0.189 0.175 -0.141
H 1.613376 4.151416 -1.905489 0.002 0.117 0.064
H 1.910801 3.331942 -0.653331 -0.131 -0.046 0.148
O 1.264291 -1.064496 6.453322 0.088 -0.013 0.183
H 0.455146 -1.027417 6.971984 -0.051 -0.061 -0.087
H 1.967201 -1.206122 7.098521 0.057 0.118 -0.038
O 4.424756 -0.650274 6.861307 0.105 -0.078 -0.106
H 4.742040 -0.048654 6.179363 -0.057 0.056 0.025
H 4.108799 -1.428021 6.376428 0.058 -0.164 0.116
O -2.218236 4.947045 -5.406737 0.126 0.009 0.066
H -3.026302 4.991806 -4.885218 -0.058 0.009 -0.090
H -1.507574 4.944790 -4.752271 0.001 -0.119 0.002
O 7.363860 -0.101693 5.888702 0.101 -0.052 -0.029
H 7.009952 -0.872132 6.347960 -0.161 0.083 0.023
H 7.972069 0.299085 6.515945 -0.028 0.015 0.013
```
Forces are in eV/Å.

Output
total charge = -1
HOMO level = -2.81 eV

Charges computed using Mulliken, reported in e: C -1.065; C 0.106; Br -0.339; C 0.041; N -0.840; H 0.194; H 0.452; H 0.271; H 0.363; H 0.080; H -0.009; H 0.091; O -0.464; H 0.169; H 0.211; O -0.519; H 0.283; H 0.275; O -0.675; H 0.354; H 0.220; O -0.802; H 0.275; H 0.273; O -0.620; H 0.294; H 0.236; O -0.633; H 0.310; H 0.291; O -0.582; H 0.357; H 0.340; O -0.632; H 0.293; H 0.326; O -0.616; H 0.349; H 0.295; O -0.644; H 0.300; H 0.407; O -0.609; H 0.318; H 0.260; O -0.681; H 0.301; H 0.355; O -0.523; H 0.113; H 0.357; O -0.601; H 0.322; H 0.297; O -0.628; H 0.323; H 0.317; O -0.620; H 0.334; H 0.309; O -0.621; H 0.253; H 0.340; O -0.639; H 0.301; H 0.367; O -0.635; H 0.309; H 0.351; O -0.645; H 0.318; H 0.319; O -0.651; H 0.313; H 0.343; O -0.489; H 0.275; H 0.254; O -0.520; H 0.260; H 0.280; O -0.662; H 0.340; H 0.330; O -0.669; H 0.271; H 0.346; O -0.634; H 0.331; H 0.306

Density functional theory data (ωB97M-V with the def2-TZVPD basis set) for a molecular structure, C28H21CoF3INOPS at a distorted geometry.

```
58
Properties=species:S:1:pos:R:3:forces:R:3
Co -0.610293 -2.164345 -0.164159 0.776 -0.348 -0.661
F 2.235007 -3.775945 4.050041 -0.033 -0.137 -0.127
C 2.664107 -2.584045 3.613341 -0.240 0.090 0.204
F 1.873307 -1.656545 4.172541 0.020 0.093 -0.077
F 3.887407 -2.398445 4.120241 0.349 0.018 -0.028
C 2.674907 -2.501345 2.108741 0.312 -0.102 -0.134
C 3.869407 -2.452545 1.412241 -0.398 -0.008 0.134
C 3.849407 -2.397645 0.023541 -0.155 -0.048 -0.179
C 2.623507 -2.382945 -0.617559 0.586 0.035 -0.348
N 1.474807 -2.419545 0.043741 -0.694 0.404 0.083
C 1.471307 -2.484845 1.388941 -0.224 -0.134 0.541
S -0.110093 -2.513245 2.064941 -0.374 -0.012 0.249
H 4.804907 -2.449145 1.948141 0.103 -0.026 0.068
H 4.767507 -2.371145 -0.540659 0.017 0.015 -0.095
H 2.555807 -2.328545 -1.697459 0.005 0.035 -0.026
I -3.027493 -2.089645 -1.082859 -0.376 0.729 0.204
C -3.939793 -0.184545 -0.617859 -0.178 -0.559 -0.015
C -5.307993 -0.279645 -0.535359 0.490 -0.444 -0.108
C -6.107993 0.862255 -0.424659 0.060 0.373 -0.021
C -5.507293 2.085555 -0.441659 -0.144 -0.271 0.019
C -4.101893 2.207655 -0.476459 0.029 -0.205 -0.033
C -3.556293 3.506755 -0.457859 0.334 0.020 0.022
C -2.206893 3.704555 -0.452959 -0.306 0.102 -0.015
C -1.369393 2.592355 -0.433759 -0.159 -0.373 -0.037
C -1.848093 1.296055 -0.460259 0.419 -0.080 0.119
P -0.435993 0.114755 -0.361559 0.137 0.153 0.027
C 0.461307 0.548755 -1.889259 0.001 -0.404 0.167
C 0.128307 -0.171745 -3.032959 0.018 -0.045 0.116
C 0.765907 0.087455 -4.232259 -0.041 -0.061 -0.087
C 1.755607 1.053955 -4.292459 0.048 0.000 -0.084
C 2.085507 1.779955 -3.160359 -0.021 0.038 0.014
C 1.437107 1.537255 -1.961959 -0.006 0.024 0.004
C 0.572407 0.764755 1.003341 0.023 -0.356 0.092
C 1.955707 0.594055 0.968541 -0.197 0.069 -0.154
C 2.729407 0.947955 2.057141 0.089 0.056 0.049
C 2.129507 1.434955 3.205541 -0.029 0.022 0.001
C 0.749407 1.560155 3.267041 0.027 0.008 0.012
C -0.026893 1.228355 2.172541 -0.095 0.020 -0.175
C -3.250393 1.049555 -0.524659 0.059 0.382 0.050
H -5.783893 -1.248045 -0.585559 -0.018 -0.057 -0.009
H -7.180893 0.764855 -0.363359 -0.054 -0.029 -0.017
H -6.096193 2.989855 -0.425559 -0.068 0.083 0.058
H -4.234793 4.343655 -0.438059 -0.122 0.130 -0.003
H -1.781493 4.694955 -0.442659 0.000 0.123 0.007
H -0.303793 2.758555 -0.384359 0.028 0.037 0.023
H -0.632393 -0.941945 -2.978559 -0.028 -0.026 -0.070
H 0.491707 -0.470245 -5.114359 0.011 -0.056 -0.097
H 2.276707 1.237155 -5.220059 0.004 0.037 -0.085
H 2.850107 2.539455 -3.204659 0.088 0.080 -0.026
H 1.710007 2.114155 -1.090159 0.012 -0.001 0.039
H 2.424907 0.191655 0.082841 0.107 -0.003 -0.016
H 3.802707 0.833455 2.005541 0.072 -0.003 0.027
H 2.734507 1.709355 4.055441 0.055 -0.001 0.103
H 0.278407 1.904355 4.174741 -0.049 0.065 0.061
H -1.102993 1.327255 2.221341 -0.055 0.012 0.055
O -0.535093 -4.336145 -0.804359 -0.363 0.594 -0.086
H 0.254607 -4.870145 -0.671159 0.116 0.074 0.147
H -1.286893 -4.893445 -0.578659 0.031 -0.135 0.120
```
Forces are in eV/Å.

Output
energy above the lowest of the compared OMol25 structures with the same formula, charge and spin = 11.8 kcal per mole
⟨S²⟩ = 1.1285
total charge = +1
HOMO level (alpha / beta) = -10.59 / -10.54 eV
2S+1 = 2

Charges computed using natural (NBO), reported in e: Co 0.870; F -0.311; C 0.982; F -0.312; F -0.318; C -0.222; C -0.091; C -0.298; C 0.065; N -0.590; C 0.098; S -0.255; H 0.247; H 0.241; H 0.216; I 0.270; C -0.078; C -0.229; C -0.192; C -0.147; C -0.047; C -0.127; C -0.212; C -0.163; C -0.266; P 0.973; C -0.398; C -0.143; C -0.218; C -0.183; C -0.185; C -0.211; C -0.378; C -0.236; C -0.152; C -0.189; C -0.195; C -0.178; C -0.126; H 0.235; H 0.237; H 0.229; H 0.227; H 0.234; H 0.225; H 0.202; H 0.227; H 0.229; H 0.227; H 0.229; H 0.223; H 0.215; H 0.228; H 0.229; H 0.222; O -0.951; H 0.515; H 0.505